The following is a quantum chemistry calculation of the ion C8H9Cl2FN3 with charge +1 at a distorted geometry, from the OMol25 dataset.

```
23
Properties=species:S:1:pos:R:3:forces:R:3:mulliken_charge:R:1
C -0.32652 2.75603 -0.53707 -4.236 -2.198 -2.163 -1.44
C -0.21119 1.77137 0.65475 -0.888 0.933 -0.264 0.35
N 1.15490 1.46150 0.65007 2.689 -0.508 -0.202 -0.53
C 1.34638 0.24129 0.36325 0.547 -1.868 0.017 -0.51
C 0.05181 -0.46764 0.25101 -0.487 0.870 0.625 0.65
C -0.89913 0.49010 0.43295 -1.314 -3.017 -1.077 -0.74
C -2.37723 0.10092 0.15795 1.244 1.826 -0.356 0.93
Cl -2.86232 0.72534 -1.43520 -0.290 0.661 -0.429 -0.13
Cl -3.43938 0.69286 1.39995 -0.449 0.231 0.483 -0.12
N -2.50221 -1.29207 -0.00099 2.258 -2.455 0.899 -0.14
C -1.47836 -2.13500 0.06217 0.225 -0.684 -0.356 0.62
F -1.81643 -3.38506 -0.04334 -0.202 -0.339 -0.071 -0.23
N -0.20700 -1.87834 0.12612 0.404 2.639 0.634 -0.09
C 0.93462 -2.84189 0.07256 -3.459 1.347 0.564 -1.16
H 0.09197 2.42950 -1.49560 0.417 -0.857 0.578 0.37
H 0.12584 3.61014 -0.35779 2.359 4.058 1.345 0.50
H -1.36156 3.06642 -0.94050 1.055 -0.726 1.472 0.29
H -0.37057 2.14332 1.69701 -0.585 0.361 -0.946 0.42
H 2.31827 -0.30991 0.21920 -0.859 1.150 0.344 0.36
H -3.27443 -1.81389 -0.36740 -1.317 0.673 -0.008 0.26
H 1.47742 -2.86667 0.93307 1.697 0.853 2.489 0.41
H 0.41452 -3.72162 0.14247 -0.528 -2.805 -1.100 0.45
H 1.44136 -2.53678 -0.75340 1.718 -0.144 -2.480 0.44
```
Positions in Å, forces in eV/Å.

SMILES: C[C@@H]1N=CC2=C1C(Cl)(Cl)[NH+]=C(F)N2C
Orbital gap: 9.610 eV
Net charge: +1
Total energy: -1494.439639 Eh
M: 237.1 u

=====

The following is a quantum chemistry calculation of a cluster of 2 separate species, CH3BrO in total at a distorted geometry, from the OMol25 dataset.

```
6
Properties=species:S:1:pos:R:3:forces:R:3:mulliken_charge:R:1
C -0.61977 -0.35619 -0.93236 0.959 0.613 0.806 -0.32
O 1.18475 0.31526 1.76065 0.555 -0.002 0.153 -0.62
Br -1.88949 -1.00944 -2.03392 -0.172 0.275 -0.388 0.03
H -0.31599 0.70206 -1.20368 -0.754 -0.799 -0.450 0.23
H 0.33939 0.55032 1.43232 -2.057 1.237 0.593 0.32
H 1.30111 -0.20201 0.97699 1.468 -1.323 -0.714 0.35
```
Positions in Å, forces in eV/Å.

Orbital gap (alpha / beta): 7.869 / 7.870 eV
Energy above the lowest of the compared OMol25 structures with the same formula, charge and spin: 356.5 kJ/mol
Net charge: 0
Total energy: -2689.000119 Eh
M: 110.9 u

=====

The following is a quantum chemistry calculation of a cluster of 3 separate species, C15H28N2O10S3 in total, from the OMol25 dataset.

```
58
Properties=species:S:1:pos:R:3:forces:R:3:mulliken_charge:R:1
C -5.39134 2.34958 3.39793 0.296 -0.137 -0.214 -1.12
C -5.37966 1.00607 4.07009 -0.148 -0.067 -0.050 0.58
O -5.15469 0.89624 5.24949 -0.067 0.043 0.096 -0.55
N -5.78645 -0.12839 3.29057 0.053 -0.094 0.036 0.20
C -6.59645 -1.04351 4.10323 -0.003 -0.149 0.038 -1.10
C -4.75820 -0.83859 2.49563 -0.261 0.157 0.166 -0.08
C -3.29008 -0.58392 2.81776 0.333 -0.135 -0.173 -1.40
C -2.57429 0.59249 2.10834 -0.078 -0.254 0.322 -0.26
S -3.32077 1.26613 0.63739 0.578 0.544 -0.553 1.27
O -3.47540 2.67668 0.75850 -0.303 0.251 0.384 -0.66
O -2.57895 0.80618 -0.49223 -0.014 -0.521 -0.157 -0.62
O -4.80959 0.68566 0.57983 0.082 -0.169 0.371 -0.45
C -5.01718 -0.67414 1.00740 -0.096 -0.145 -0.176 -0.32
O -4.17404 -1.56427 0.34494 0.089 -0.069 0.214 -0.25
N -4.42778 -1.58543 -1.13993 -0.162 0.011 -0.178 0.31
O -5.12494 -2.45592 -1.40408 0.070 -0.002 0.024 -0.29
H -5.83552 2.31495 2.41056 -0.075 0.015 -0.037 0.28
H -5.93000 3.03220 4.05185 0.004 0.035 -0.009 0.42
H -4.37290 2.71956 3.29467 0.045 0.124 0.040 0.22
H -6.76218 -1.96413 3.54680 -0.043 0.032 -0.050 0.40
H -6.13125 -1.28550 5.06066 0.039 -0.046 -0.018 0.36
H -7.57283 -0.59806 4.29128 0.034 0.062 0.064 0.34
H -4.93542 -1.89598 2.69215 0.124 -0.017 -0.036 0.52
H -3.15598 -0.49839 3.89484 -0.033 0.098 0.015 0.50
H -2.75469 -1.48342 2.51680 -0.037 -0.026 0.036 0.58
H -1.60409 0.24069 1.75967 0.038 0.058 -0.001 0.02
H -2.38356 1.43154 2.77349 -0.244 0.110 -0.046 0.44
H -6.06609 -0.88641 0.78847 -0.033 0.233 -0.095 0.62
O 0.97785 -3.15430 0.67750 -0.043 -0.026 0.109 -0.68
S 1.20356 -1.73018 0.66541 0.037 0.179 0.018 1.19
O 0.82512 -0.92386 1.80530 -0.096 -0.129 0.034 -0.68
C 2.90936 -1.41548 0.22608 0.071 0.010 -0.135 -0.80
C 2.88678 -1.33080 -1.29750 -0.083 0.041 0.011 0.07
C 1.64584 -0.49771 -1.65198 0.068 -0.036 0.097 -0.81
C 0.47779 -1.04137 -0.82143 -0.082 0.186 -0.267 -0.17
H 3.52372 -2.22073 0.62097 -0.043 -0.014 0.049 0.46
H 3.19497 -0.46539 0.67660 -0.010 0.004 0.010 0.32
H 3.80353 -0.88187 -1.66957 -0.011 -0.058 0.003 -0.33
H 2.80334 -2.33210 -1.72528 0.014 -0.009 0.014 0.36
H 1.82648 0.54714 -1.39125 0.000 0.002 0.009 0.30
H 1.41643 -0.53647 -2.71591 -0.002 -0.004 -0.004 0.39
H -0.23859 -0.27338 -0.53750 -0.056 -0.062 0.023 0.01
H -0.04136 -1.85477 -1.32502 0.020 -0.044 0.041 0.41
O 6.08638 -1.00207 -2.62271 -0.040 -0.040 0.032 -0.65
S 6.20918 0.43358 -2.56527 0.110 0.090 -0.074 1.14
O 5.74173 1.15131 -1.40696 -0.052 -0.070 0.052 -0.69
C 7.90444 0.87292 -2.93577 0.090 0.063 -0.084 -0.73
C 7.92640 1.01925 -4.45363 -0.055 -0.009 0.002 -0.56
C 6.64880 1.78751 -4.82086 0.000 -0.028 0.028 -0.68
C 5.48870 1.13501 -4.05931 0.025 0.114 -0.133 -0.63
H 8.55345 0.09173 -2.54788 -0.047 -0.022 0.046 0.40
H 8.11021 1.81827 -2.43427 -0.012 -0.001 0.015 0.34
H 8.82230 1.54015 -4.78715 0.002 0.002 -0.007 0.35
H 7.91810 0.03252 -4.92086 0.008 -0.007 0.009 0.29
H 6.74972 2.83060 -4.51620 0.005 -0.001 0.018 0.30
H 6.46376 1.77539 -5.89358 0.001 0.009 -0.005 0.33
H 4.71705 1.84070 -3.76223 -0.024 -0.036 0.037 0.40
H 5.04485 0.30972 -4.61283 0.020 -0.043 0.040 0.36
```
Positions in Å, forces in eV/Å.

SMILES: CC(=O)N(C)[C@@H]1CCS(=O)(=O)O[C@H]1ON=O.O=S1(=O)CCCC1.O=S1(=O)CCCC1
Orbital gap: 8.692 eV
Energy above the lowest of the compared OMol25 structures with the same formula, charge and spin: 6.9 kJ/mol
Net charge: 0
Total energy: -2644.688340 Eh
M: 492.6 u